ORCA calculation (ωB97M-V/def2-TZVPD) on a molecular structure, C33H63In2NO17 at a distorted geometry.

Summary:
Net charge: +2
ΔE to the lowest compared entry with this formula, charge and spin in kJ/mol: 4.0
Orbital gap in eV: 2.78

The geometry in XYZ format:
```
116
Properties=species:S:1:pos:R:3:lowdin_charge:R:1
In -15.1131 -24.1793 31.3226 1.201
In -12.5071 -20.1113 30.9816 1.042
C -19.8025 -27.1178 31.2256 -0.040
C -19.2155 -25.8147 31.8848 -0.272
O -17.8635 -25.4406 31.4948 -0.155
H -20.7901 -27.4218 31.5724 0.089
H -19.1273 -27.9336 31.4838 0.057
H -19.7422 -27.1820 30.1392 0.056
H -19.2861 -25.9235 32.9670 0.118
H -19.9579 -25.0606 31.6237 0.096
C -16.4911 -20.3245 33.2944 -0.053
C -16.6140 -20.5556 31.8091 -0.386
O -15.4794 -21.0225 31.1736 -0.252
H -16.1044 -19.3332 33.5310 0.088
H -15.9940 -21.1939 33.7246 0.058
H -17.4682 -20.3729 33.7751 0.087
H -16.9256 -19.6083 31.3692 0.142
H -17.3648 -21.3043 31.5562 0.103
C -12.5012 -23.6910 34.8666 -0.019
C -12.8730 -22.3418 34.1911 -0.337
O -13.0287 -22.5214 32.8298 -0.221
H -13.2762 -24.4570 34.8924 0.079
H -12.2621 -23.4231 35.8958 0.083
H -11.5616 -24.0510 34.4475 0.079
H -12.1603 -21.5176 34.2237 0.108
H -13.7463 -21.9363 34.7019 0.117
C -11.3432 -23.8352 28.0727 -0.052
C -12.5652 -22.8491 28.1969 -0.354
O -13.0457 -22.6632 29.5074 -0.307
H -11.7636 -24.7799 27.7277 0.064
H -10.6548 -23.8178 28.9176 0.079
H -10.7053 -23.6470 27.2091 0.068
H -13.3323 -23.0277 27.4434 0.094
H -12.1460 -21.9335 27.7797 0.116
C -9.4832 -29.5309 31.0982 -0.020
C -10.2357 -28.9179 32.2253 -0.323
C -9.6876 -27.6270 32.8171 -0.097
O -10.7429 -26.6890 32.8341 0.105
C -11.6839 -27.1635 32.0234 -0.473
O -12.6126 -26.4646 31.5177 0.050
O -11.5488 -28.4935 31.8010 0.075
H -9.8989 -30.5110 30.8645 0.096
H -8.4422 -29.6818 31.3838 0.098
H -9.3947 -28.8288 30.2692 0.101
H -10.3532 -29.5938 33.0723 0.155
H -8.8388 -27.4478 32.1572 0.131
H -9.2173 -27.7646 33.7908 0.143
C -16.5974 -24.9002 38.3858 -0.024
C -17.1945 -23.8118 37.4834 -0.283
C -16.1047 -22.6755 37.3778 -0.018
O -15.6077 -22.8018 35.9953 0.021
C -16.3326 -23.7816 35.3788 -0.547
O -16.1077 -24.2403 34.2966 0.075
O -17.1829 -24.3723 36.2172 0.079
H -15.5295 -25.1180 38.3681 0.091
H -17.1003 -25.8610 38.2764 0.088
H -16.6527 -24.5239 39.4073 0.091
H -18.2402 -23.5669 37.6693 0.163
H -15.1850 -22.7849 37.9526 0.138
H -16.6604 -21.7398 37.4396 0.131
C -17.3967 -29.2659 35.7569 -0.034
C -16.2791 -29.3407 34.8025 -0.295
C -16.5914 -29.6078 33.2919 -0.126
O -15.8680 -28.6837 32.6230 0.064
C -15.2952 -27.7846 33.4724 -0.444
O -14.6659 -26.7760 33.1022 0.046
O -15.6706 -28.0464 34.7467 0.097
H -18.0940 -30.0644 35.5034 0.091
H -18.1315 -28.4676 35.6532 0.098
H -17.0840 -29.5488 36.7620 0.096
H -15.6146 -30.0958 35.2223 0.155
H -17.6255 -29.6570 32.9509 0.131
H -16.2300 -30.5884 32.9822 0.133
C -15.0272 -30.5429 29.1114 -0.022
C -14.0313 -29.4633 29.5154 -0.367
C -12.9549 -29.3459 28.4650 -0.061
O -12.9838 -27.9335 28.2642 0.084
C -13.9977 -27.3526 28.9215 -0.467
O -14.1644 -26.1394 29.1440 0.018
O -14.7755 -28.3048 29.5510 0.089
H -15.7417 -30.7590 29.9056 0.077
H -14.6215 -31.4983 28.7786 0.089
H -15.6484 -30.3109 28.2463 0.093
H -13.5392 -29.7694 30.4386 0.149
H -13.0900 -29.9829 27.5909 0.142
H -11.9798 -29.5092 28.9240 0.128
C -18.1360 -26.0582 27.9786 -0.023
C -17.5966 -25.1685 26.8205 -0.380
C -18.7323 -24.8656 25.6656 -0.099
C -19.5291 -23.6363 25.9456 -0.221
C -18.6787 -22.3931 26.2351 -0.090
C -17.8432 -22.7010 27.5624 -0.442
N -16.9929 -23.8812 27.2468 0.001
O -15.6558 -23.8774 27.8018 -0.018
C -16.8938 -21.4619 27.7358 -0.019
C -18.7278 -22.7786 28.8039 -0.016
C -16.6003 -26.0628 26.0349 -0.041
H -17.4399 -26.2168 28.8022 0.070
H -18.3590 -27.1142 28.1311 0.089
H -18.9824 -25.5553 28.4464 0.060
H -18.3115 -24.8210 24.6610 0.119
H -19.4396 -25.6926 25.7295 0.123
H -20.3824 -23.8613 26.5854 0.115
H -20.1474 -23.3804 25.0851 0.119
H -19.4543 -21.6445 26.3970 0.126
H -17.9929 -22.1238 25.4318 0.127
H -16.3570 -21.4239 28.6836 0.069
H -16.2741 -21.5789 26.8468 0.079
H -17.3696 -20.5023 27.5336 0.094
H -18.2300 -23.2137 29.6704 0.066
H -19.1622 -21.8648 29.2096 0.101
H -19.4549 -23.5684 28.6155 0.063
H -15.7022 -26.2054 26.6359 0.064
H -16.1910 -25.6577 25.1094 0.085
H -16.9306 -27.0577 25.7363 0.097
H -15.1973 -23.4814 27.0571 0.086
```